{"formula": "C15H11F5N4O3S", "method": "ωB97M-V/def2-TZVPD", "species": ["N", "N", "C", "O", "C", "N", "C", "C", "C", "C", "S", "N", "O", "O", "C", "C", "C", "C", "C", "F", "C", "F", "C", "F", "C", "F", "C", "F", "H", "H", "H", "H", "H", "H", "H", "H", "H", "H", "H"], "coordinates": [[-2.19384, -3.12993, 3.92248], [-2.04714, -2.09917, 2.95497], [-1.01732, -2.31020, 1.89485], [-0.03926, -2.78553, 2.75750], [-0.58038, -0.92524, 1.39056], [-0.58888, 0.29704, 2.10166], [-0.10640, 1.34495, 1.32368], [-0.09585, 2.71442, 1.59971], [0.24235, 3.55848, 0.54612], [0.90557, 3.05475, -0.64339], [1.76813, 4.22482, -1.86789], [1.74591, 5.64064, -0.97519], [0.87284, 4.54949, -2.98894], [3.17676, 4.10769, -2.12497], [0.81482, 1.65698, -0.85001], [0.15943, 0.83226, 0.04809], [-0.17666, -0.65484, 0.10486], [0.12902, -1.46279, -1.09601], [0.98649, -2.52866, -1.14342], [1.82067, -2.64742, -0.12534], [1.14194, -3.37426, -2.21238], [1.86144, -4.52585, -2.21902], [0.40847, -2.99091, -3.46109], [0.63831, -3.53696, -4.70543], [-0.56979, -2.04449, -3.35767], [-1.33012, -1.78581, -4.44094], [-0.76513, -1.30422, -2.23866], [-1.82680, -0.40588, -2.34265], [-2.72297, -2.76749, 4.74270], [-2.63393, -4.05563, 3.59589], [-2.93011, -1.81724, 2.53650], [-1.14937, -2.97001, 1.03492], [-0.54449, -2.94098, 3.56845], [-0.78833, 0.33996, 3.11769], [-0.35892, 3.08883, 2.61303], [0.22182, 4.61945, 0.71543], [1.81244, 6.32461, -1.66162], [2.52747, 5.55688, -0.42040], [1.23182, 1.15224, -1.69409]], "atomic_forces_ev_per_a": [[-1.118, -1.433, 0.146], [-2.577, 1.005, -1.743], [0.972, 1.753, 3.087], [2.237, -0.763, -0.992], [-0.367, 0.799, -1.336], [0.047, -0.993, 1.036], [-1.319, -0.989, 0.351], [-0.152, 0.159, -0.076], [1.865, -0.082, -0.257], [-0.580, -0.924, 0.421], [-2.305, 2.416, -0.585], [-2.866, -2.144, 0.549], [1.081, -1.461, 1.374], [0.006, -2.179, -0.041], [0.258, 1.124, -0.722], [-0.109, -1.534, 1.312], [1.619, 2.492, -0.164], [-4.360, 0.772, -1.465], [1.152, -0.110, 0.153], [0.349, -0.644, 0.828], [-1.530, -0.353, -4.248], [-0.260, 1.531, 0.238], [1.957, -1.918, 1.411], [-0.218, 0.313, 2.227], [-0.487, 0.208, -1.930], [0.336, -0.176, 0.347], [0.195, 1.168, 1.969], [1.970, -1.203, 0.944], [0.729, -0.310, -1.105], [0.628, 1.977, 0.356], [-0.131, -0.183, 0.113], [-0.611, -0.158, 0.072], [0.621, -0.613, 0.612], [0.153, -0.078, -1.301], [0.038, -0.133, -1.043], [-0.013, 0.238, -0.080], [0.221, 1.767, -1.278], [2.230, 0.497, 1.594], [0.338, 0.163, -0.773]], "charge": 0, "max_force_ev_per_a": 4.7, "homo_ev": -8.749, "smiles": "NN[C@H](O)c1[nH]c2ccc(S(N)(=O)=O)cc2c1-c1c(F)c(F)c(F)c(F)c1F"}

***

{"formula": "C15H11IrN4O4S2", "method": "ωB97M-V/def2-TZVPD", "species": ["Ir", "N", "C", "S", "N", "N", "C", "C", "C", "C", "C", "C", "C", "O", "H", "H", "H", "H", "H", "H", "H", "O", "S", "O", "N", "C", "O", "C", "C", "C", "C", "C", "C", "H", "H", "H", "H"], "coordinates": [[-0.59097, -0.30762, -0.37182], [-0.67034, 2.55963, 2.66791], [-0.44419, 1.46168, 1.91644], [0.31889, 1.71229, 0.35134], [-0.76296, 0.29744, 2.40360], [-0.41485, -0.69947, 1.49391], [-0.27310, -1.90942, 1.91014], [0.28895, -2.97513, 1.12464], [0.36610, -4.25500, 1.70139], [0.99767, -5.28744, 1.05831], [1.59299, -5.04355, -0.18763], [1.54270, -3.80228, -0.77546], [0.87170, -2.74205, -0.14480], [0.86511, -1.57091, -0.76016], [-0.44566, 3.46909, 2.31403], [-1.09362, 2.45907, 3.57276], [-0.52300, -2.08315, 2.95140], [-0.09182, -4.41066, 2.67109], [1.04027, -6.27118, 1.50404], [2.10632, -5.84768, -0.70041], [2.00314, -3.60813, -1.73484], [-2.77379, -3.87821, 0.58610], [-3.14574, -3.04616, -0.51748], [-3.13319, -3.58945, -1.83973], [-2.31052, -1.61634, -0.47933], [-3.09749, -0.56475, -0.26640], [-2.54667, 0.57149, -0.21254], [-4.52627, -0.88957, -0.08002], [-5.58661, -0.04774, 0.19675], [-6.83674, -0.62525, 0.37781], [-7.00711, -2.00413, 0.28331], [-5.93733, -2.84689, -0.00002], [-4.70396, -2.25828, -0.18012], [-5.43307, 1.02046, 0.27119], [-7.69000, 0.00089, 0.60214], [-7.99029, -2.42997, 0.43496], [-6.06760, -3.91796, -0.07614]], "atomic_forces_ev_per_a": [[-0.687, 0.343, -0.176], [0.029, -0.100, -0.016], [0.093, 0.195, 0.141], [0.374, -0.283, -0.140], [0.072, -0.023, -0.359], [-0.883, -0.166, 0.801], [0.439, 0.005, 0.039], [-0.244, 0.062, -0.094], [-0.056, 0.036, -0.031], [0.044, -0.010, -0.068], [0.002, -0.045, 0.041], [-0.016, -0.047, 0.065], [0.090, 0.290, -0.027], [0.643, -0.186, -0.108], [-0.049, 0.013, -0.017], [0.044, 0.006, 0.027], [0.221, 0.062, 0.075], [0.001, -0.006, -0.008], [0.009, 0.007, -0.001], [-0.017, -0.006, 0.000], [-0.015, -0.010, 0.008], [0.021, 0.048, 0.005], [-0.074, -0.033, -0.006], [0.013, -0.011, 0.017], [0.140, 0.011, -0.289], [-0.146, -0.039, 0.026], [-0.058, -0.171, 0.128], [0.096, 0.051, -0.024], [-0.016, 0.007, -0.003], [-0.006, -0.017, 0.006], [-0.016, 0.007, -0.006], [0.017, 0.005, -0.046], [-0.065, 0.000, 0.029], [-0.011, -0.008, 0.014], [0.005, -0.002, -0.010], [0.002, 0.010, -0.004], [0.005, 0.008, 0.012]], "charge": 0, "max_force_ev_per_a": 1.2, "homo_ev": -7.612}

***

{"formula": "C15H11LiN2O2S", "method": "ωB97M-V/def2-TZVPD", "species": ["Li", "O", "S", "O", "N", "C", "C", "C", "C", "C", "C", "C", "C", "N", "C", "C", "C", "C", "C", "C", "C", "H", "H", "H", "H", "H", "H", "H", "H", "H", "H", "H"], "coordinates": [[-0.14482, -1.22468, -0.58555], [-1.13149, 0.41122, 2.85630], [0.08955, 0.25511, 2.10013], [1.19376, 1.09970, 2.48887], [-0.15439, 0.23094, 0.52663], [-0.42165, 1.37979, -0.18592], [-0.58806, 2.65171, 0.32221], [-0.85804, 3.74643, -0.52115], [-0.97534, 3.60213, -1.87362], [-0.82303, 2.31431, -2.43937], [-0.93408, 2.07696, -3.82608], [-0.78318, 0.81419, -4.32202], [-0.52048, -0.22821, -3.41716], [-0.40739, -0.05497, -2.12063], [-0.55052, 1.20849, -1.60718], [0.60665, -1.44361, 2.29130], [1.61771, -1.96127, 1.48538], [2.02402, -3.27730, 1.65160], [1.43359, -4.06745, 2.63106], [0.44477, -3.53666, 3.44514], [0.02685, -2.22228, 3.27739], [-0.50436, 2.81915, 1.38669], [-0.97450, 4.72320, -0.06944], [-1.18333, 4.44329, -2.52152], [-1.14093, 2.91337, -4.48312], [-0.86207, 0.60171, -5.37831], [-0.40117, -1.24196, -3.78464], [2.12010, -1.31492, 0.77343], [2.81470, -3.67994, 1.03150], [1.75317, -5.09253, 2.76497], [-0.00891, -4.14880, 4.21353], [-0.75713, -1.79712, 3.88958]], "atomic_forces_ev_per_a": [[0.073, -0.291, 0.037], [0.045, -0.037, -0.031], [-0.087, 0.012, 0.214], [0.037, -0.025, -0.103], [-0.001, 0.107, -0.043], [-0.033, -0.007, 0.050], [0.003, 0.122, -0.028], [0.007, -0.043, 0.030], [0.010, -0.058, -0.029], [-0.013, 0.099, -0.016], [-0.001, 0.015, 0.008], [0.016, -0.032, 0.068], [-0.002, -0.019, -0.062], [-0.042, 0.150, -0.012], [-0.005, -0.030, -0.040], [0.053, 0.020, -0.019], [0.079, 0.027, 0.037], [-0.006, -0.001, -0.006], [-0.005, 0.020, -0.006], [-0.001, -0.015, 0.006], [-0.110, -0.027, -0.030], [0.011, -0.032, 0.010], [-0.005, 0.013, -0.013], [-0.001, 0.017, 0.009], [0.000, -0.006, -0.012], [-0.003, 0.000, -0.009], [-0.001, 0.000, -0.001], [-0.031, 0.004, -0.015], [0.002, 0.000, 0.003], [0.002, -0.003, -0.004], [-0.002, 0.001, 0.003], [0.012, 0.018, 0.003]], "charge": 0, "max_force_ev_per_a": 0.3, "homo_ev": -7.591}